# 1
The molecule C4H5N, computed with ωB97M-V/def2-TZVPD.

Calculated values
* energy relative to the best compared isomer or geometry (same formula, charge and spin): 273.5 kJ/mol
* LUMO level: 0.0420 Eh
* electronic energy: -210.05957 a.u.
* highest occupied orbital energy: -9.40 eV

Each line ends with the natural charge from an NBO analysis.
Element x y z (Å)
C1 2.30 -0.16 -0.25  -0.221
C2 -1.24 0.65 0.13  -0.237
H1 -0.76 -0.66 -1.37  0.357
C3 -0.21 -0.33 0.56  -0.172
H2 -2.09 0.82 0.79  0.203
N1 -1.20 -0.68 -0.46  -0.555
H3 3.31 -0.13 -0.59  0.237
H4 -0.33 -0.85 1.50  0.226
C4 1.16 -0.18 0.14  -0.041
H5 -0.95 1.52 -0.47  0.204



# 2
A structure of composition C4H5N in a non-equilibrium geometry, computed with ωB97M-V/def2-TZVPD.

Calculated values
* energy relative to the best compared isomer or geometry (same formula, charge and spin): 745.5 kJ/mol
* LUMO level (alpha / beta): -0.0002 / -0.0002 Eh
* electronic energy: -209.87978 a.u.
* highest occupied orbital energy (alpha / beta): -7.57 / -7.57 eV

Each line ends with the natural charge from an NBO analysis.
Element x y z (Å)
H1 -2.03 0.80 -2.33  0.192
H2 1.22 -1.36 1.65  0.304
H3 -0.54 -0.81 2.10  0.237
C1 0.52 -0.58 1.97  -0.783
H4 0.76 -0.21 3.07  0.233
C2 1.29 0.08 0.94  0.124
C3 0.57 -0.45 -0.77  0.131
C4 -0.94 0.80 -2.26  -0.264
N1 -0.21 0.22 -1.37  -0.368
H5 -0.63 1.51 -3.02  0.194



# 3
The molecule C4H5N in a non-equilibrium geometry, computed with ωB97M-V/def2-TZVPD.

Calculated values
* energy relative to the best compared isomer or geometry (same formula, charge and spin): 158.5 kJ/mol
* LUMO level: 0.0183 Eh
* electronic energy: -210.10337 a.u.
* highest occupied orbital energy: -10.16 eV

Each line ends with the natural charge from an NBO analysis.
Element x y z (Å)
H1 -2.34 0.08 0.98  0.210
N1 1.78 -1.15 -0.17  -0.296
H2 -1.50 1.77 -0.91  0.225
C1 -1.23 -0.32 0.99  -0.288
H3 -0.14 1.23 -2.00  0.249
H4 0.07 2.23 -0.30  0.233
C2 0.80 -0.53 0.03  0.247
C3 -0.35 0.15 0.14  -0.165
C4 -0.49 1.34 -0.88  -0.634
H5 -0.97 -1.13 1.66  0.220



# 4
The ion C4H5N2O2S with charge -1 in a non-equilibrium geometry, computed with ωB97M-V/def2-TZVPD.

Calculated values
* energy relative to the best compared isomer or geometry (same formula, charge and spin): 0.0 kJ/mol
* LUMO level (alpha / beta): 0.1500 / 0.1105 Eh
* 2S+1: 3
* electronic energy: -813.47718 a.u.
* total charge: -1
* highest occupied orbital energy (alpha / beta): -1.27 / -3.63 eV

Each line ends with the Mulliken spin population.
Element x y z (Å)
C1 -0.06 -0.42 0.58  -0.103
H1 -0.30 1.58 1.62  0.006
N1 -0.53 -0.82 -0.79  0.186
H2 -1.17 2.47 -0.84  0.006
S1 2.08 -0.09 0.80  0.287
H3 -0.46 -2.85 -0.76  -0.001
O1 2.33 -1.11 1.89  0.117
O2 2.08 1.30 1.24  0.056
C2 -0.87 0.31 -1.45  0.332
H4 -1.05 0.43 -2.44  0.040
C3 -0.41 0.94 0.66  0.323
N2 -0.53 -1.98 -1.32  0.754
H5 -0.27 -1.18 1.34  0.023
C4 -0.84 1.41 -0.51  -0.027



# 5
The ion C4H5N2O3 with charge +1 in a non-equilibrium geometry, computed with ωB97M-V/def2-TZVPD.

Calculated values
* energy relative to the best compared isomer or geometry (same formula, charge and spin): 598.1 kJ/mol
* LUMO level (alpha / beta): -0.2595 / -0.2595 Eh
* electronic energy: -490.17419 a.u.
* total charge: +1
* highest occupied orbital energy (alpha / beta): -14.65 / -14.66 eV

Each line ends with the natural charge from an NBO analysis.
Element x y z (Å)
O1 -0.77 2.31 0.44  -0.493
C1 -1.75 -0.32 -0.13  -0.494
O2 3.22 -0.01 0.14  -0.410
C2 2.06 -0.16 -0.05  0.667
H1 -0.23 -2.48 -0.68  0.452
N1 -0.36 -0.57 -0.07  0.063
N2 0.23 -1.62 -0.38  0.137
H2 -1.95 0.71 -0.21  0.316
H3 1.17 2.71 0.52  0.198
H4 -2.19 -0.59 0.82  0.283
H5 -2.29 -0.86 -0.90  0.258
C3 0.90 0.59 0.29  -0.054
C4 0.41 1.95 0.40  0.333
O3 1.54 -1.65 -0.19  -0.255



# 6
The molecule C4H5N2OP in a non-equilibrium geometry, computed with ωB97M-V/def2-TZVPD.

Calculated values
* energy relative to the best compared isomer or geometry (same formula, charge and spin): 228.7 kJ/mol
* LUMO level: -0.0234 Eh
* electronic energy: -681.41731 a.u.
* highest occupied orbital energy: -9.56 eV

Each line ends with the natural charge from an NBO analysis.
Element x y z (Å)
N1 2.30 0.68 -0.07  -0.430
H1 -1.91 -1.37 0.70  -0.020
H2 0.69 2.26 0.15  0.254
O1 -1.63 1.84 0.26  -0.638
P1 -2.38 -0.71 -0.32  0.355
H3 2.98 -1.22 -0.27  0.213
C1 -1.17 0.49 -0.05  0.372
H4 -3.30 0.08 0.37  0.047
C2 1.16 1.24 -0.09  0.220
C3 0.75 -0.97 -0.17  -0.109
H5 0.22 -1.94 -0.21  0.236
C4 2.13 -0.68 -0.11  -0.056
N2 0.15 0.30 -0.18  -0.444